{
  "formula": "C7H11N2O2P",
  "method": "the ωB97M-V functional and the def2-TZVPD basis",
  "species": ["C", "C", "C", "C", "C", "C", "C", "N", "N", "O", "O", "P", "H", "H", "H", "H", "H", "H", "H", "H", "H", "H", "H"],
  "coordinates": [[-0.198948, 1.995493, 1.064974], [-1.588856, 2.043444, 0.831819], [0.598948, 1.330810, 0.096409], [-2.172342, 1.423381, -0.245865], [0.083199, 0.848608, -1.099263], [-1.285147, 0.869320, -1.148034], [1.043827, -2.455606, -1.009162], [1.569084, -0.424389, 2.375006], [1.570245, -1.782147, 0.205379], [-0.733369, -1.516087, 1.230639], [-1.946559, 0.170853, -2.169619], [0.650312, -1.061018, 1.357572], [0.222804, 2.567805, 1.839767], [-2.188743, 2.536422, 1.625768], [1.600954, 1.290190, 0.265792], [-3.211746, 1.234893, -0.445794], [0.910100, 0.393097, -1.724646], [0.362253, -3.182551, -0.668475], [0.526054, -1.622030, -1.801431], [1.904139, -2.914499, -1.476760], [-1.225623, -0.488055, -2.501969], [1.169709, -0.048101, 3.210015], [2.339704, -1.209834, 0.187879]],
  "atomic_forces_ev_per_a": [[-1.100, -0.885, -2.709], [0.147, 0.796, 2.007], [-2.558, 1.825, 0.640], [1.408, -0.057, 0.017], [1.994, -0.106, 1.443], [-1.929, -1.764, -2.544], [0.271, 3.706, -0.937], [0.583, 0.109, 0.266], [-2.362, -0.644, 0.001], [-0.415, 0.431, 0.368], [2.777, -1.455, -0.599], [-0.887, -2.020, -0.566], [0.547, 0.164, 1.051], [0.225, -0.351, -0.782], [2.793, 0.029, 0.347], [-0.242, 0.324, 0.251], [-1.953, 0.455, 0.014], [-1.019, -0.692, 0.008], [1.285, -2.611, 2.119], [-0.049, -0.128, -0.358], [-2.239, 1.647, 0.518], [-0.191, 0.320, 0.371], [2.912, 0.907, -0.927]],
  "max_force_ha_per_bohr": 0.075,
  "homo_energy_ev": -8.77,
  "relative_energy_kj_mol": 157.5,
  "lumo_ev": 0.52,
  "homo_lumo_gap_ev": 9.3,
  "total_energy_ha": -874.65311
}